Record 1
12
Properties=species:S:1:pos:R:3:lowdin_charge:R:1 method="wB97M-V/def2-TZVPD" gap_ev=7.286 e_homo_ev=-8.77 spin_multiplicity=1 e_above_lowest_kj_mol=659.7 charge=0 e_lumo_ev=-1.5
C 0.0087 -0.5306 0.4942 -0.42
C 0.5735 -0.6946 -2.1721 -0.23
H 0.1157 2.0813 2.5803 0.21
H -1.4326 0.9500 2.3771 0.12
H 0.2834 -1.0787 -3.3366 0.17
H -0.7441 1.2341 -0.0107 0.17
N -0.4142 1.0733 1.8081 -0.22
N 0.2454 -0.2807 1.8361 -0.03
N 0.8153 -1.6617 -0.0065 0.13
N 1.0910 -1.6914 -1.3723 0.04
N -0.2620 0.2628 -1.7674 0.08
N -0.2799 0.3362 -0.4301 -0.02

***

Record 2
12
Properties=species:S:1:pos:R:3:lowdin_charge:R:1 method="wB97M-V/def2-TZVPD" gap_ev=7.926 e_homo_ev=-9.39 spin_multiplicity=1 e_above_lowest_kj_mol=757.6 charge=0 e_lumo_ev=-1.5
C -1.0753 -0.2744 -0.1247 -0.52
C 1.1505 -0.4082 0.0004 -0.60
H -3.1972 -0.2564 -0.8623 0.25
H -2.5609 -1.9489 -0.1555 0.19
H 2.0599 1.4906 0.3655 0.14
H 2.5310 -2.0141 -0.7027 0.18
N -2.3263 -0.7810 0.5465 0.04
N -1.0559 1.1647 -0.3033 0.03
N 0.0341 1.6424 -0.2205 0.02
N 1.1707 0.9346 0.5310 0.08
N 2.3135 -0.9352 -0.0388 0.05
N -0.0339 -1.0505 -0.2148 0.14

***

Record 3
9
Properties=species:S:1:pos:R:3:lowdin_charge:R:1 method="wB97M-V/def2-TZVPD" gap_ev="6.402 / 5.919" e_homo_ev="-1.84 / -1.36" spin_multiplicity=1 e_above_lowest_kj_mol=713.7 charge=-1 e_lumo_ev="4.6 / 4.6"
C 1.0384 -0.2963 -0.8288 -0.37
C 0.2563 -0.5361 0.3473 -0.20
N -1.8980 0.7497 0.3477 -0.16
O -2.3210 0.8271 1.5013 -0.30
O 0.7077 -1.5636 -0.5395 -0.14
H 0.5306 0.0676 -1.6426 0.06
H 2.0927 -0.0945 -0.7565 0.08
H 0.6546 -0.5126 1.3720 0.03
H -1.0613 1.3587 0.1991 -0.01

***

Question: The lowest charge belongs to which entry?
Answer: C2H4NO2

***

Question: The lowest charge belongs to which entry?
Answer: C2H4NO2